C4H5NO2 in the gas phase at a distorted geometry. Source: OMol25; level of theory: wB97M-V/def2-TZVPD.

Geometry as XYZ:
```
12
Properties=species:S:1:pos:R:3:forces:R:3
O -1.741985 0.000911 -0.952902 0.674 -0.309 0.716
C -1.250640 0.005929 0.347396 1.539 -3.391 2.925
C -0.035206 0.679157 1.007436 -0.703 -1.655 -2.779
C 0.897706 1.049698 -0.062647 -0.291 0.215 1.443
N 1.495785 0.171642 -0.724199 0.627 0.634 -0.777
O 1.124657 -1.003886 -0.278858 -2.375 -2.927 1.535
C -0.002951 -0.885036 0.696566 0.981 2.729 -2.421
H -2.397112 0.664094 -1.158023 -0.197 0.528 0.423
H -1.737533 -0.503552 1.285733 -1.208 1.501 -2.209
H -0.131619 1.368033 1.807583 -0.046 0.011 1.062
H 1.210209 2.007028 -0.138861 0.807 3.045 -0.694
H -0.129272 -1.811792 1.194542 0.192 -0.379 0.778
```
Positions in Å, forces in eV/Å.

The value obtained for the relative energy (zero: lowest compared OMol25 entry of this formula, charge and spin) is 115.0 kcal per mole. Its HOMO-LUMO gap is 9.86 eV. The calculation puts the largest force on an atom at 4.7 eV Å⁻¹. Its SMILES is O[C@@H]1[C@@H]2C=NO[C@H]12.

How positive or negative is each atom? The Löwdin charges in e answer that: number 1, O, carries 0.03; number 2, C, carries -0.28; number 3, C, carries -0.09; number 4, C, carries -0.15; number 5, N, carries 0.05; number 6, O, carries -0.08; number 7, C, carries -0.07; number 8, H, carries 0.10; number 9, H, carries 0.17; number 10, H, carries 0.12; number 11, H, carries 0.08; number 12, H, carries 0.13